{
  "formula": "C30H82N6O12V",
  "method": "the ωB97M-V functional and the def2-TZVPD basis",
  "elements": ["O", "V", "O", "O", "C", "C", "O", "H", "H", "H", "H", "C", "C", "C", "O", "C", "N", "H", "H", "H", "H", "H", "H", "H", "H", "H", "H", "H", "C", "C", "C", "O", "C", "N", "H", "H", "H", "H", "H", "H", "H", "H", "H", "H", "H", "C", "C", "C", "O", "C", "N", "H", "H", "H", "H", "H", "H", "H", "H", "H", "H", "H", "C", "C", "C", "O", "C", "N", "H", "H", "H", "H", "H", "H", "H", "H", "H", "H", "H", "C", "C", "C", "O", "C", "N", "H", "H", "H", "H", "H", "H", "H", "H", "H", "H", "H", "C", "C", "C", "O", "C", "N", "H", "H", "H", "H", "H", "H", "H", "H", "H", "H", "H", "C", "C", "O", "H", "H", "H", "H", "H", "H", "C", "C", "O", "H", "H", "H", "H", "H", "H"],
  "xyz": [[2.401, 0.574, 1.773], [1.107, 1.509, 1.508], [0.433, 2.050, 2.867], [-0.150, -0.309, 0.979], [-0.696, 0.032, -0.301], [-0.903, 1.518, -0.748], [0.186, 2.363, -0.496], [-1.660, -0.476, -0.336], [-0.081, -0.460, -1.054], [-1.746, 1.901, -0.174], [-1.215, 1.585, -1.790], [4.496, 4.472, 0.468], [3.856, 3.269, 1.252], [4.439, 3.283, 2.670], [5.842, 2.926, 2.463], [6.678, 3.000, 3.628], [2.454, 3.509, 1.293], [3.942, 5.356, 0.784], [4.368, 4.308, -0.602], [5.543, 4.695, 0.676], [4.092, 2.348, 0.720], [3.933, 2.561, 3.312], [4.250, 4.247, 3.143], [7.652, 2.556, 3.421], [6.253, 2.580, 4.539], [6.835, 4.050, 3.875], [2.344, 4.380, 1.792], [2.161, 3.848, 0.388], [-1.108, 4.108, -6.732], [-0.383, 4.001, -5.399], [-1.238, 3.368, -4.227], [-2.549, 3.927, -4.110], [-3.435, 3.317, -3.232], [0.803, 3.201, -5.720], [-1.470, 3.131, -7.054], [-0.487, 4.560, -7.505], [-2.045, 4.665, -6.708], [-0.086, 5.016, -5.136], [-0.710, 3.544, -3.290], [-1.335, 2.322, -4.520], [-3.179, 3.202, -2.178], [-3.737, 2.321, -3.556], [-4.364, 3.887, -3.234], [0.609, 2.482, -6.402], [1.137, 2.701, -4.908], [-7.505, -0.784, 2.367], [-6.381, -1.694, 2.811], [-5.209, -1.944, 1.894], [-4.153, -2.679, 2.559], [-3.025, -2.981, 1.694], [-5.983, -1.202, 4.112], [-8.160, -0.360, 3.127], [-8.180, -1.395, 1.768], [-7.034, 0.002, 1.777], [-6.768, -2.684, 3.051], [-4.771, -0.997, 1.579], [-5.542, -2.527, 1.034], [-3.325, -3.333, 0.707], [-2.396, -3.752, 2.141], [-2.433, -2.087, 1.500], [-6.814, -1.198, 4.686], [-5.745, -0.241, 3.913], [-0.919, -5.505, -2.113], [-0.326, -4.185, -1.711], [-0.198, -3.104, -2.763], [-1.371, -2.598, -3.293], [-1.247, -1.733, -4.414], [-1.118, -3.688, -0.613], [-0.416, -5.904, -2.994], [-1.923, -5.337, -2.503], [-0.916, -6.300, -1.368], [0.628, -4.420, -1.239], [0.459, -3.416, -3.575], [0.439, -2.334, -2.327], [-0.549, -2.133, -5.150], [-0.992, -0.708, -4.145], [-2.152, -1.720, -5.021], [-2.037, -3.511, -0.994], [-0.863, -2.749, -0.343], [2.544, -2.884, 2.415], [1.594, -3.618, 1.525], [1.647, -5.194, 1.676], [2.758, -5.720, 0.953], [2.672, -7.078, 0.549], [0.246, -3.178, 1.890], [2.561, -1.795, 2.359], [3.587, -3.043, 2.139], [2.331, -3.056, 3.470], [1.740, -3.283, 0.498], [0.690, -5.565, 1.309], [1.670, -5.557, 2.703], [2.127, -7.091, -0.395], [2.223, -7.740, 1.289], [3.706, -7.386, 0.395], [-0.378, -3.521, 1.174], [0.226, -2.194, 1.661], [-0.027, -2.838, 5.566], [-1.381, -2.203, 5.366], [-1.489, -0.947, 4.457], [-2.906, -0.558, 4.326], [-3.103, 0.431, 3.332], [-2.181, -3.233, 4.872], [-0.123, -3.768, 6.126], [0.630, -2.181, 6.136], [0.604, -3.072, 4.709], [-1.711, -1.985, 6.381], [-1.120, -1.234, 3.473], [-0.881, -0.084, 4.729], [-4.172, 0.488, 3.124], [-2.609, 0.173, 2.395], [-2.573, 1.322, 3.669], [-2.010, -4.064, 5.420], [-1.608, -3.483, 4.078], [2.984, 5.983, -2.899], [1.648, 5.255, -2.629], [1.661, 4.815, -1.299], [3.885, 5.374, -2.825], [3.100, 6.686, -2.074], [2.983, 6.528, -3.843], [1.545, 4.514, -3.422], [0.836, 5.954, -2.828], [1.119, 4.030, -1.191], [3.934, 1.519, -3.907], [3.008, 1.448, -2.758], [1.650, 1.610, -3.142], [3.725, 0.882, -4.766], [4.956, 1.370, -3.557], [3.909, 2.551, -4.258], [3.171, 2.060, -1.870], [3.212, 0.449, -2.372], [1.078, 1.882, -2.420]],
  "forces_ev_per_angstrom": [[-0.989, 1.452, 0.035], [-1.245, -1.049, -0.307], [0.890, -0.800, -1.154], [0.821, 3.543, -0.446], [0.211, -0.588, 0.071], [-0.022, -0.270, 1.594], [1.847, -0.873, 1.180], [-0.597, 0.085, -0.359], [0.326, -0.026, -0.489], [-0.512, 0.065, 0.218], [0.036, -0.429, -0.429], [-0.133, -0.477, 0.297], [2.458, 1.439, -0.308], [0.785, -1.402, -0.834], [-0.566, 0.172, 1.234], [-0.623, 0.815, -0.369], [-1.874, -0.773, -0.300], [-0.093, 0.231, -0.279], [-0.078, 0.249, 0.011], [0.055, -0.498, 0.070], [-0.112, -0.156, 0.409], [0.098, -0.393, -0.031], [0.549, 0.512, -0.070], [-0.246, -0.151, -0.196], [-0.261, -0.535, -0.172], [0.207, 0.301, -0.011], [-0.551, -0.091, 0.890], [-0.021, -0.293, -0.618], [-1.339, 0.122, 0.047], [-0.752, -0.272, -0.483], [-0.174, 0.582, -1.116], [0.849, 0.764, -0.526], [-1.112, -0.568, 0.219], [0.282, 0.171, 0.743], [0.389, -0.351, -0.160], [0.173, -0.186, 0.105], [0.109, 0.402, 0.374], [0.171, 0.009, 0.312], [0.188, -0.497, 0.150], [0.125, -0.416, 0.472], [0.829, 0.307, 0.072], [0.210, -0.385, -0.283], [0.085, 0.288, -0.153], [-0.331, 0.054, -0.136], [0.310, -0.056, 0.389], [-0.191, -0.757, -2.039], [-0.729, -1.263, 2.230], [1.475, -0.136, 0.229], [-0.372, -0.255, -0.962], [-1.121, 0.528, 0.295], [1.094, 0.174, 0.308], [0.590, -0.100, 0.392], [-0.153, 0.373, -0.712], [-0.477, 0.346, -0.190], [-0.303, -0.296, -0.295], [-0.079, 0.285, -0.434], [-0.106, 0.131, -0.375], [-0.475, -0.239, -0.020], [-0.304, 0.231, 0.195], [0.226, 0.246, 0.264], [0.013, 0.169, 0.184], [0.240, 0.416, 0.823], [-0.379, -0.345, -1.679], [-0.168, -0.107, 1.017], [2.398, 0.005, -0.826], [-1.514, 0.088, -0.195], [0.139, -0.497, -0.248], [-1.319, 0.298, 0.226], [0.401, -0.065, -0.035], [-0.371, -0.104, 0.350], [-0.036, 0.431, 0.276], [0.610, 0.381, -0.590], [0.032, -0.629, -0.484], [-0.266, 0.594, 0.460], [0.698, 0.003, 0.218], [0.206, -0.016, 0.172], [-0.537, -0.032, 0.676], [-0.555, -0.245, 0.010], [0.584, 0.364, -0.063], [1.335, 0.759, 0.382], [-0.697, -0.528, 0.627], [0.016, 0.997, -0.805], [-0.079, 0.128, 0.383], [0.284, 0.992, 0.002], [-0.152, -0.411, 0.239], [-0.944, 0.205, -0.532], [0.186, -0.819, 0.347], [0.287, -0.520, 0.010], [0.628, -0.653, -0.428], [-0.136, -0.166, -0.570], [0.267, 0.440, 0.415], [-0.167, -0.501, -0.094], [-0.203, 0.047, 0.122], [-0.082, -0.192, -0.169], [-0.196, -0.671, 0.309], [-0.004, 0.868, 0.429], [2.206, 1.167, 0.546], [0.782, 1.513, 1.422], [-1.209, -0.509, -0.471], [1.348, -0.545, 0.349], [1.130, -0.775, 0.390], [-1.535, -1.746, -1.718], [-0.159, 0.065, 0.176], [0.164, 0.116, 0.423], [-0.702, 0.034, -0.606], [-0.299, 0.571, 0.106], [-0.008, -0.101, -0.312], [0.040, 0.026, 0.548], [0.182, 0.552, 0.326], [0.116, -0.295, -0.294], [-0.613, 0.705, -0.132], [-0.363, -0.092, 0.616], [-0.503, -0.408, -1.203], [-0.441, 0.291, 0.802], [1.270, 0.776, -1.217], [0.222, -0.030, -0.022], [-0.260, -0.474, -0.257], [0.019, 0.396, -0.090], [-0.056, -0.072, -0.009], [-0.073, -0.769, 0.476], [-0.214, 0.252, 0.286], [-0.852, -0.696, -0.001], [0.737, 2.123, -0.572], [-1.038, -1.667, 1.403], [0.199, -0.157, -1.291], [-0.258, -0.249, 0.375], [0.023, -0.281, -0.034], [0.135, 0.145, -0.505], [0.660, 0.676, -0.394], [-0.704, -0.535, 0.399], [0.084, 0.011, 0.979]],
  "mulliken_charge": [-0.674, 1.397, -0.763, -0.773, -0.100, -0.182, -0.597, 0.321, -0.072, 0.329, -0.039, -1.059, 0.305, -0.922, -0.297, -0.834, 0.079, 0.356, 0.028, 0.388, 0.213, 0.474, 0.413, 0.246, 0.312, 0.329, 0.339, 0.129, -1.795, 0.532, 0.490, -0.448, -0.725, -0.612, 0.416, 0.412, 0.352, 0.185, -0.127, 0.020, 0.219, 0.316, 0.334, 0.297, 0.130, -1.532, 0.199, -0.561, -0.265, -0.917, -0.484, 0.376, 0.393, 0.366, 0.392, 0.212, 0.392, 0.619, 0.074, 0.294, 0.287, 0.138, -1.941, 0.659, -0.853, -0.332, -0.750, -0.367, 0.441, 0.417, 0.383, 0.152, 0.622, 0.306, 0.373, 0.172, 0.292, 0.424, -0.010, -1.302, 1.095, -1.119, -0.356, -0.746, 0.592, 0.164, 0.418, 0.197, 0.146, 0.452, 0.468, 0.228, 0.321, 0.250, 0.074, -0.716, -1.443, 0.266, 0.274, -0.319, -0.184, -0.608, 0.424, 0.447, 0.072, 0.374, -0.476, 0.571, 0.114, -0.299, 0.380, 0.276, 0.083, -1.393, 0.561, -0.553, 0.250, 0.354, 0.395, -0.236, 0.318, 0.019, -1.590, 0.682, -0.263, 0.308, 0.430, 0.328, -0.281, 0.238, -0.002],
  "charge": -1,
  "max_force_ha_per_bohr": 0.0713,
  "multiplicity": 1,
  "lumo_ev": 2.4,
  "total_energy_ha": -3367.4934
}